33
Properties=species:S:1:pos:R:3 method="wB97M-V/def2-TZVPD" total_energy_ha=-3113.32297 charge=+1 homo_lumo_gap_ev=7.455 lumo_ev=-4.14 e_above_lowest_ev=2.241
C 2.9135 1.6838 -0.1663
C -4.7484 -0.9536 0.3173
C 0.9821 3.1867 0.2307
C -3.3624 -0.5205 0.9473
C -2.2178 -0.3984 -0.1001
C -0.7758 -0.5259 0.5175
C 0.3031 -1.2165 -0.3295
C 1.7114 -1.2760 0.2417
C 2.9050 -1.3026 -0.6277
N 1.6828 2.1344 -0.4488
N 2.8874 -1.5352 -1.9179
O 3.4399 2.1678 0.9377
Br 4.5643 -1.3206 0.2550
H -5.4881 -1.0817 1.0245
H -5.3222 -0.2585 -0.4124
H -4.6591 -1.9440 -0.1718
H 1.5000 4.0792 0.5388
H 0.4125 3.5698 -0.5594
H 0.3598 2.7773 1.0091
H -3.6342 0.4456 1.3747
H -2.9134 -1.2245 1.6424
H -2.2835 -1.2196 -0.8807
H -2.3716 0.4205 -0.6770
H -0.9729 -0.9332 1.5185
H -0.3108 0.4625 0.7582
H 0.4093 -0.6159 -1.3353
H -0.0983 -2.2248 -0.3773
H 1.9427 -0.5488 1.0852
H 1.9112 -2.3249 0.6500
H 1.1113 1.6709 -1.1906
H 4.3767 2.1934 1.0132
H 2.0155 -1.7635 -2.3535
H 3.7299 -1.6032 -2.5136

***

38
Properties=species:S:1:pos:R:3 method="wB97M-V/def2-TZVPD" total_energy_ha=-3359.55285 charge=+2 homo_lumo_gap_ev="5.566 / 5.592" s2=2.002 spin_multiplicity=3 lumo_ev="-10.32 / -10.31"
C 0.4389 -3.0120 -1.7647
C -0.5344 -2.0255 -1.3937
H -0.0248 -3.9138 -2.2031
H 1.0342 -3.2851 -0.8762
H 1.1374 -2.5627 -2.4927
O -1.6787 -1.8640 -1.1248
Cl 2.7173 -0.6007 -0.6854
Tm 0.5639 0.4395 -0.1783
P 0.0370 0.7116 -2.9444
C -1.5070 1.3452 -3.6808
C 1.1350 2.1457 -3.3476
H 1.5889 -0.7677 -4.0940
H 0.5429 0.1540 -5.2241
H -0.1072 -1.2775 -4.3659
C 0.5675 -0.4178 -4.2867
H 2.0777 2.0187 -2.7994
H 1.3201 2.1709 -4.4324
H -1.3140 1.6114 -4.7285
H -1.8387 2.2276 -3.1238
H 0.6643 3.0830 -3.0281
H -2.2789 0.5720 -3.6252
C -1.8462 0.6656 -0.6031
O -2.9834 0.7752 -0.7671
Cl 0.5224 2.8030 0.3766
C -1.4072 0.5903 5.0933
N -0.7086 0.7888 3.8060
C -0.0972 -0.2720 3.1883
S -0.6990 -0.9361 1.6866
N 0.9303 -0.8763 3.7754
C 1.4984 -0.4909 5.0633
H -1.0276 -0.2944 5.6142
H -2.4888 0.5004 4.9144
H -1.2471 1.4771 5.7147
H -1.2988 1.3184 3.1592
H 1.3961 -1.5883 3.2124
H 1.2828 -1.2784 5.7944
H 2.5863 -0.3836 4.9799
H 1.0459 0.4481 5.3913

***

39
Properties=species:S:1:pos:R:3 method="wB97M-V/def2-TZVPD" total_energy_ha=-1316.09524 homo_lumo_gap_ev=8.325 lumo_ev=-0.66
C -0.2764 -2.0539 2.9585
C -1.6556 -2.0346 2.2792
N -1.7250 -1.1652 1.0917
C -2.6622 -0.0452 1.1700
C -2.1574 1.1876 0.4305
N -0.7842 1.4956 0.8052
F -0.7906 2.7118 1.5424
C 0.1321 1.7719 -0.2502
N -0.2899 2.1697 -1.4628
N 1.3969 1.6765 0.0153
P 2.1542 1.3278 1.5165
O 3.2739 2.2168 1.8510
C -1.7055 -1.7702 -0.1555
C -0.9457 -3.0597 -0.2905
O -2.2415 -1.2468 -1.1122
H 0.3447 -1.2539 2.5640
H -0.3718 -1.8951 4.0322
H 0.2325 -3.0064 2.8230
H -1.9529 -3.0496 2.0282
H -2.3940 -1.6768 2.9931
H -2.8517 0.2015 2.2132
H -3.6242 -0.3080 0.7205
H -2.7778 2.0471 0.6861
H -2.2487 1.0327 -0.6390
H 0.5383 2.4233 -2.0147
H -0.7899 1.4663 -2.0003
H 2.0334 1.8895 -0.8764
H 1.0984 1.3177 2.4223
H 2.5099 -0.0086 1.2998
H -0.5404 -3.1073 -1.2958
H -0.1732 -3.1892 0.4610
H -1.6524 -3.8860 -0.1776
C 3.4642 0.9884 -4.0956
C 2.3422 1.2528 -3.1142
O 1.2816 0.6138 -3.1999
O 2.5685 2.1669 -2.2309
H 3.1794 0.2125 -4.8004
H 3.7034 1.9043 -4.6360
H 4.3577 0.6823 -3.5519

***

32
Properties=species:S:1:pos:R:3 method="wB97M-V/def2-TZVPD" total_energy_ha=-753.74394 homo_lumo_gap_ev="7.002 / 5.761" lumo_ev="0.00 / -0.44" e_above_lowest_ev=2.316
C 2.9729 -0.3595 1.1947
C 3.9391 -0.4048 0.0557
C 3.0048 -0.9767 -1.0850
C -2.0233 -1.6561 -0.1820
C -1.3528 -0.4063 1.9480
C -3.2953 0.3496 0.6067
C -1.0353 1.0379 -2.4711
C 0.3989 2.1359 0.3199
C -1.8701 -0.2159 0.4482
N 1.7826 -0.8859 0.8914
N 1.6832 -1.2582 -0.3899
Si -0.6103 0.7522 -0.5489
H 3.1321 0.0706 2.2647
H 4.3782 0.5553 -0.2797
H 4.8593 -1.0358 0.1050
H 2.9402 -0.2192 -1.8459
H 3.3887 -1.7567 -1.6674
H -1.0292 -2.1602 -0.3849
H -2.6761 -2.1344 0.4949
H -2.4405 -1.6524 -1.1273
H -1.1032 0.5107 2.5375
H -0.4213 -1.0251 2.0081
H -2.1418 -0.8068 2.5025
H -3.4071 1.2900 1.1543
H -3.8851 0.3001 -0.4128
H -3.9952 -0.3537 1.2197
H -0.4812 1.8955 -2.8091
H -0.6272 0.1446 -3.0928
H -2.1008 1.1157 -2.7755
H 0.3481 2.3650 1.3633
H 1.4375 1.6579 0.1831
H 0.2304 3.1267 -0.2252

***

32
Properties=species:S:1:pos:R:3 method="wB97M-V/def2-TZVPD" total_energy_ha=-518.72794 charge=+1 homo_lumo_gap_ev="5.937 / 8.328" lumo_ev="-5.98 / -4.64" e_above_lowest_ev=5.616
C 1.9246 0.3483 -0.0335
C 1.6016 -1.1050 -0.4008
C -0.1248 1.3141 1.0173
C -0.6190 -1.9870 0.0287
C 0.5585 1.1699 -0.2494
C 0.1852 -1.1747 -0.8985
C -0.2616 0.2488 -1.3149
C -1.8537 0.4923 -1.1977
C 0.2291 0.6583 -2.6612
N -1.7143 0.1261 2.3143
N 0.5262 -0.2759 2.7960
N -0.4459 -0.0125 1.8324
H 2.2208 0.4059 1.0310
H 2.6974 0.7605 -0.6791
H 2.2631 -1.5303 -1.2752
H 2.0269 -1.8655 0.3362
H 0.5337 1.8830 1.8245
H -1.1611 1.7210 0.9956
H -1.6585 -1.9440 0.0722
H -0.1585 -2.7464 0.6996
H 0.8697 2.1426 -0.7171
H 0.0798 -1.6922 -1.8709
H -2.3962 -0.2186 -1.6456
H -2.1296 1.4244 -1.6265
H -2.1031 0.5132 -0.2462
H 1.2664 0.5787 -2.9394
H 0.0848 1.7493 -2.5723
H -0.3212 0.2483 -3.4777
H -1.6423 0.3211 3.3758
H -2.3748 -0.4854 1.8535
H 0.5111 -1.2781 2.9467
H 1.3857 0.2098 2.6821

***

30
Properties=species:S:1:pos:R:3 method="wB97M-V/def2-TZVPD" total_energy_ha=-429.99573 homo_lumo_gap_ev=7.046 lumo_ev=0.74 e_above_lowest_ev=4.293
C 0.6032 0.9371 0.0824
C -1.6111 -0.6451 -0.0122
C 0.4494 -0.3099 -0.5268
C 2.7226 0.4942 -0.5438
C 0.2118 2.2162 -0.5908
C -1.5693 -1.2637 1.3661
C -1.9243 -1.6673 -1.0850
C -2.5490 0.5374 -0.0771
C 3.3636 -0.2644 0.5851
O 0.6305 1.0710 1.4297
H 0.8522 0.2250 1.8436
H 0.7910 -1.2038 -0.0189
H 0.3688 -0.3284 -1.6037
H 2.8690 0.0342 -1.5207
H 3.0314 1.5375 -0.6023
H -0.7103 2.6122 -0.1633
H 0.0878 2.0765 -1.6634
H 0.9805 2.9698 -0.4051
H -2.9299 -2.1006 -0.9530
H -2.5122 1.0377 -1.0498
H -1.3691 -0.5211 2.1446
H -0.8161 -2.0589 1.4362
H -2.5295 -1.7352 1.6349
H -1.9048 -1.2225 -2.0854
H -1.2161 -2.5025 -1.0739
H -3.5994 0.2282 0.0659
H -2.3463 1.2682 0.7114
H 4.4474 -0.3949 0.4566
H 2.9512 -1.2794 0.6790
H 3.2270 0.2526 1.5398

***

44
Properties=species:S:1:pos:R:3 method="wB97M-V/def2-TZVPD" total_energy_ha=-7732.92034 charge=-1 homo_lumo_gap_ev=7.453 lumo_ev=2.12
C 0.2102 -0.5766 0.7505
C 0.4505 0.3743 -0.4718
Br 0.7785 2.2432 0.0967
C -0.6344 0.2543 -1.5768
Br -0.4354 -1.5884 -2.3252
Al -2.5439 0.6867 -1.0142
F -3.4540 1.0145 -2.5185
C -2.7368 2.2181 0.3087
C -2.7675 3.6165 -0.2932
O -2.0550 4.4581 0.0744
I -4.1704 4.1975 -1.8595
P -3.6390 -1.1904 -0.0371
O -5.0927 -0.8645 -0.0794
O -3.1076 -1.3358 1.5411
O -3.4128 -2.6024 -0.8660
H -0.2205 0.0430 1.5603
H 1.1769 -0.9524 1.1122
H -0.4755 -1.3921 0.4738
H 1.4088 0.0606 -0.9404
H -0.3516 0.9394 -2.3946
H -3.7298 2.0826 0.7990
H -1.9921 2.2378 1.1213
H -2.6321 -0.5100 1.7249
H -3.9878 -2.6118 -1.6459
C 1.1514 -1.1715 5.8421
S 1.7380 -1.8439 4.2769
O 1.7722 -0.7268 3.3008
C 0.2629 -2.8146 3.9222
H 1.9113 -0.4932 6.2274
H 0.2212 -0.6241 5.6851
H 0.9965 -1.9843 6.5529
H -0.6113 -2.1634 3.8863
H 0.1351 -3.5758 4.6931
H 0.3954 -3.2968 2.9550
C 3.4597 -0.4754 -4.5702
S 3.6939 0.5215 -3.0891
O 2.3916 0.5627 -2.3770
C 3.8839 2.0945 -3.9445
H 3.2798 -1.5042 -4.2624
H 2.5998 -0.1089 -5.1318
H 4.3602 -0.4319 -5.1849
H 2.9976 2.2982 -4.5465
H 4.7711 2.0585 -4.5785
H 4.0037 2.8770 -3.1970

***

no.,molecular weight (g/mol)
1,252.176
2,491.152
3,298.255
4,184.359
5,170.280
6,144.258
7,653.061